1.
Formula: C54H41Br2N2O11P3
Source: the Open Molecules 2025 dataset
Level of theory: ωB97M-V with the def2-TZVPD basis set

Structure (XYZ):
```
113
Properties=species:S:1:pos:R:3:mulliken_charge:R:1
C -1.338 -0.029 -2.797 -1.581
C -1.375 1.460 -2.823 0.895
Br -1.458 2.202 -4.568 -0.127
C -1.418 2.252 -1.761 -1.279
Br -1.424 1.443 -0.036 -0.058
C -1.461 3.718 -1.761 -0.308
C -2.567 4.402 -1.449 1.640
P -4.111 3.517 -1.096 -0.132
P -4.589 4.116 0.940 0.946
O -3.450 4.669 1.660 -0.644
O -5.180 2.801 1.611 -0.387
O -5.869 5.063 0.884 -0.533
C -2.477 5.893 -1.418 -0.573
O -3.373 6.615 -1.813 -0.521
C -1.178 6.409 -0.889 0.801
P -1.114 7.891 0.172 0.379
N -2.289 8.914 0.014 -0.734
C -0.065 5.733 -1.187 0.453
C 1.318 6.065 -0.709 -0.854
C 2.330 4.917 -0.814 -0.446
C 3.404 5.036 0.283 -0.934
N 2.906 4.555 1.583 -0.563
C -0.234 4.539 -2.083 0.163
O 0.525 4.274 -2.987 -0.536
H -2.344 -0.378 -2.604 0.377
H -1.022 -0.395 -3.761 0.451
H -0.646 -0.394 -2.055 0.411
H -5.068 4.177 -1.888 0.113
H -5.804 2.409 0.986 0.274
H -5.582 5.979 0.807 0.354
H 0.141 8.468 -0.102 0.078
H -0.997 7.329 1.462 0.100
H -1.917 9.803 -0.284 0.227
H 1.293 6.410 0.316 0.456
H 1.689 6.884 -1.320 0.338
H 1.839 3.961 -0.691 0.227
H 2.776 4.946 -1.799 0.336
H 4.269 4.465 -0.020 0.334
H 3.637 6.086 0.411 0.363
H 2.276 5.254 1.948 0.264
H 2.403 3.690 1.459 0.249
O -4.454 -1.543 -0.312 -0.734
C -5.201 -2.217 0.368 0.822
C -5.403 -1.903 1.808 0.177
C -4.753 -0.807 2.360 -0.705
C -4.960 -0.478 3.688 -0.666
C -5.817 -1.245 4.471 -0.517
C -6.455 -2.348 3.930 -0.648
C -6.249 -2.685 2.599 0.413
C -6.931 -3.883 2.034 0.444
O -7.623 -4.593 2.731 -0.672
C -6.745 -4.181 0.585 0.135
C -7.398 -5.272 0.028 -0.691
C -7.260 -5.545 -1.322 -0.513
C -6.469 -4.728 -2.123 -0.461
C -5.801 -3.649 -1.571 -0.460
C -5.935 -3.372 -0.215 0.259
H -4.092 -0.210 1.746 0.750
H -4.457 0.380 4.114 0.465
H -5.985 -0.981 5.506 0.396
H -7.118 -2.949 4.537 0.496
H -8.016 -5.901 0.653 0.488
H -7.773 -6.393 -1.755 0.425
H -6.372 -4.938 -3.180 0.432
H -5.183 -3.016 -2.193 0.418
O -3.506 -7.820 -3.641 -0.672
C -2.486 -7.919 -2.991 0.528
C -1.507 -9.008 -3.264 0.121
C -1.761 -9.906 -4.292 -0.540
C -0.845 -10.902 -4.580 -0.480
C 0.330 -11.006 -3.843 -0.478
C 0.582 -10.123 -2.808 -0.532
C -0.336 -9.125 -2.510 0.146
C -0.057 -8.193 -1.381 0.616
O 0.934 -8.327 -0.694 -0.659
C -1.026 -7.092 -1.122 0.122
C -0.771 -6.189 -0.097 -0.665
C -1.648 -5.144 0.136 -0.783
C -2.784 -4.994 -0.653 0.017
C -3.047 -5.897 -1.667 -0.623
C -2.174 -6.950 -1.903 0.055
H -2.673 -9.818 -4.865 0.469
H -1.043 -11.599 -5.384 0.399
H 1.050 -11.779 -4.078 0.396
H 1.491 -10.203 -2.229 0.475
H 0.115 -6.308 0.511 0.483
H -1.446 -4.440 0.933 0.480
H -3.459 -4.173 -0.474 0.451
H -3.929 -5.788 -2.280 0.623
O 6.700 3.752 0.763 -0.636
C 7.702 3.557 1.418 0.444
C 8.671 2.490 1.041 0.149
C 8.428 1.723 -0.091 -0.482
C 9.336 0.752 -0.475 -0.517
C 10.492 0.543 0.270 -0.466
C 10.732 1.294 1.407 -0.583
C 9.822 2.266 1.800 0.224
C 10.088 3.054 3.037 0.540
O 11.060 2.825 3.724 -0.668
C 9.128 4.134 3.402 0.456
C 9.372 4.904 4.532 -0.696
C 8.505 5.927 4.870 -0.413
C 7.389 6.187 4.081 -0.604
C 7.134 5.416 2.961 -0.403
C 8.000 4.385 2.619 0.021
H 7.531 1.893 -0.670 0.488
H 9.147 0.158 -1.359 0.397
H 11.205 -0.210 -0.038 0.402
H 11.626 1.132 1.992 0.472
H 10.242 4.700 5.140 0.476
H 8.698 6.528 5.749 0.391
H 6.716 6.992 4.345 0.413
H 6.265 5.610 2.349 0.571
```

Results
SMILES string ... C/C(Br)=C(\Br)C1=C(PP(=O)(O)O)C(=O)C([PH2]=N)=C(CCCN)C1=O.O=C1c2ccccc2C(=O)c2ccccc21.O=C1c2ccccc2C(=O)c2ccccc21.O=C1c2ccccc2C(=O)c2ccccc21
Total energy ... -250118.5072 eV
2S+1 ... 1
Relative energy (zero: lowest compared OMol25 entry of this formula, charge and spin) ... 9.8 kcal per mole
Frontier orbital gap ... 7.33 eV

2.
Formula: C54H41N2O3PSiTi
Source: the Open Molecules 2025 dataset
Level of theory: ωB97M-V with the def2-TZVPD basis set

Structure (XYZ):
```
103
Properties=species:S:1:pos:R:3:mulliken_charge:R:1
Ti 0.241 -0.417 0.988 -1.989
O -2.662 -3.836 1.858 -0.447
C -3.623 -3.086 2.471 1.403
C -4.897 -3.578 2.730 -0.937
C -5.818 -2.801 3.406 -0.559
C -5.473 -1.529 3.850 -0.948
C -4.202 -1.049 3.590 -0.686
C -3.270 -1.811 2.888 -0.029
C -1.932 -1.239 2.627 0.922
O -1.431 -1.344 1.436 -0.082
N -1.287 -0.674 3.606 -1.473
N -0.011 -0.414 3.102 1.229
C 0.944 -0.598 3.938 -0.911
C 2.281 -0.926 3.496 0.373
C 3.368 -0.795 4.373 -0.504
C 4.615 -1.270 4.035 -0.874
C 4.784 -1.947 2.824 -0.382
C 3.728 -2.140 1.963 -0.827
C 2.462 -1.618 2.275 1.151
O 1.459 -1.818 1.438 -0.464
H -3.028 -4.697 1.629 0.302
H -5.154 -4.576 2.400 0.342
H -6.807 -3.195 3.595 0.392
H -6.187 -0.919 4.384 0.411
H -3.912 -0.063 3.920 0.438
H 0.692 -0.678 4.996 0.500
H 3.213 -0.298 5.322 0.468
H 5.451 -1.142 4.706 0.428
H 5.761 -2.335 2.564 0.423
H 3.839 -2.671 1.028 0.642
C 6.009 2.419 1.728 -0.761
C 6.057 2.170 0.362 -0.781
C 5.001 1.530 -0.261 -0.696
C 3.898 1.101 0.479 0.855
C 3.841 1.396 1.833 -0.543
C 4.895 2.043 2.458 -0.548
P 2.420 0.426 -0.340 2.163
C 3.010 -0.698 -1.636 0.067
C 2.094 -1.083 -2.609 0.754
C 2.414 -2.042 -3.555 -0.760
C 3.661 -2.649 -3.529 -0.781
C 4.566 -2.312 -2.535 -0.935
C 4.243 -1.350 -1.590 -0.757
C 1.709 1.945 -0.988 0.581
C 2.094 2.643 -2.098 -0.007
C 1.556 3.920 -2.347 -0.839
C 0.717 4.495 -1.439 -0.853
C 0.333 3.814 -0.258 1.624
C -0.496 4.424 0.716 -1.068
C -0.851 3.744 1.841 -0.913
C -0.457 2.393 2.011 -0.239
C 0.314 1.730 1.081 0.504
C 0.780 2.494 -0.048 -0.628
H 6.833 2.927 2.213 0.391
H 6.912 2.485 -0.217 0.474
H 5.035 1.378 -1.331 0.390
H 2.967 1.127 2.411 0.248
H 4.840 2.258 3.514 0.496
H 1.092 -0.668 -2.600 -0.984
H 1.674 -2.331 -4.287 0.506
H 3.915 -3.401 -4.263 0.409
H 5.527 -2.804 -2.483 0.442
H 4.952 -1.131 -0.803 0.496
H 2.802 2.210 -2.794 0.419
H 1.824 4.445 -3.252 0.439
H 0.329 5.492 -1.607 0.365
H -0.824 5.443 0.557 0.424
H -1.465 4.220 2.593 0.448
H -0.829 1.866 2.888 0.350
C -5.776 0.728 0.366 -0.787
C -5.526 -0.078 -0.733 -0.867
C -4.222 -0.316 -1.138 -0.882
C -3.130 0.223 -0.454 0.768
C -3.408 1.026 0.647 0.388
C -4.708 1.285 1.053 -0.691
Si -1.396 -0.079 -1.162 1.974
C -1.274 1.294 -2.491 1.205
C -0.419 1.314 -3.594 0.349
C -0.488 2.293 -4.571 -1.169
C -1.407 3.323 -4.462 -0.658
C -2.243 3.359 -3.362 -0.974
C -2.177 2.358 -2.403 -0.331
C -1.547 -1.748 -2.067 0.508
C -1.278 -1.969 -3.417 -0.526
C -1.407 -3.222 -3.996 -0.601
C -1.821 -4.301 -3.236 -0.797
C -2.113 -4.107 -1.894 -0.754
C -1.980 -2.853 -1.323 0.065
H -6.793 0.918 0.683 0.369
H -6.350 -0.518 -1.280 0.420
H -4.057 -0.946 -2.004 0.440
H -2.595 1.478 1.209 -0.168
H -4.883 1.917 1.913 0.411
H 0.340 0.556 -3.722 -0.014
H 0.186 2.253 -5.416 0.435
H -1.463 4.093 -5.222 0.362
H -2.967 4.155 -3.251 0.443
H -2.872 2.405 -1.574 0.374
H -0.988 -1.147 -4.055 0.358
H -1.201 -3.352 -5.051 0.459
H -1.923 -5.279 -3.689 0.346
H -2.451 -4.936 -1.287 0.400
H -2.201 -2.733 -0.272 0.079
```

Results
Total energy ... -106069.8682 eV
2S+1 ... 1
Relative energy (zero: lowest compared OMol25 entry of this formula, charge and spin) ... 31.7 kcal per mole
Frontier orbital gap ... 7.08 eV

3.
Formula: C54H43NNaO2P2S
Source: the Open Molecules 2025 dataset
Level of theory: ωB97M-V with the def2-TZVPD basis set

Structure (XYZ):
```
104
Properties=species:S:1:pos:R:3:mulliken_charge:R:1
Na -0.436 -0.946 -0.170 0.501
O 1.689 -0.911 0.321 -1.035
S 2.117 0.415 -0.243 1.671
C 3.076 1.288 1.001 0.205
C 4.117 2.047 0.510 -0.574
C 4.949 2.844 1.313 -1.355
C 4.706 2.854 2.654 0.557
C 5.426 3.559 3.769 -0.778
C 4.603 3.234 5.036 -0.745
C 3.476 2.366 4.548 -0.156
C 2.409 1.843 5.214 -1.279
C 1.466 1.122 4.463 -0.666
C 1.560 0.858 3.106 0.295
P 0.096 0.001 2.386 1.928
C 0.256 -1.726 2.999 0.744
C -0.340 -2.752 2.264 -0.176
C -0.330 -4.062 2.719 -0.852
C 0.288 -4.375 3.920 -0.583
C 0.907 -3.373 4.649 -0.778
C 0.891 -2.064 4.193 -0.521
C -1.261 0.637 3.421 0.433
C -2.203 -0.213 3.996 -0.757
C -3.327 0.308 4.626 -0.728
C -3.522 1.679 4.687 -0.654
C -2.586 2.532 4.118 -0.793
C -1.469 2.015 3.485 -0.193
C 2.698 1.368 2.385 -1.545
C 3.597 2.142 3.160 0.887
C 3.337 -0.054 -1.465 -0.389
C 4.570 -0.489 -1.031 -0.038
C 5.583 -0.915 -1.905 -1.371
C 5.318 -0.891 -3.247 0.377
C 6.181 -1.241 -4.428 -0.866
C 5.264 -1.050 -5.661 -0.830
C 3.945 -0.599 -5.095 0.146
C 2.755 -0.312 -5.699 -1.308
C 1.666 0.032 -4.877 -0.060
C 1.727 0.123 -3.499 0.263
P 0.175 0.476 -2.586 1.790
C -0.009 2.265 -2.901 0.674
C 0.301 3.142 -1.864 -0.080
C 0.232 4.515 -2.057 -0.728
C -0.158 5.023 -3.285 -0.750
C -0.468 4.157 -4.326 -0.703
C -0.387 2.787 -4.138 -0.124
C -1.139 -0.303 -3.579 0.694
C -0.972 -1.616 -4.023 -0.831
C -2.050 -2.342 -4.506 -0.881
C -3.316 -1.770 -4.546 -0.550
C -3.492 -0.467 -4.102 -0.777
C -2.415 0.259 -3.614 -0.598
C 2.979 -0.114 -2.846 -1.482
C 4.038 -0.506 -3.691 1.433
H 4.327 2.016 -0.551 0.709
H 5.759 3.404 0.863 0.465
H 5.483 4.631 3.581 0.315
H 6.453 3.197 3.849 0.310
H 4.215 4.137 5.511 0.290
H 5.198 2.712 5.786 0.308
H 2.256 1.995 6.275 0.498
H 0.588 0.773 4.988 0.762
H -0.818 -2.569 1.303 0.206
H -0.799 -4.838 2.129 0.473
H 0.297 -5.396 4.279 0.392
H 1.406 -3.610 5.580 0.435
H 1.391 -1.305 4.776 0.396
H -2.060 -1.285 3.964 0.368
H -4.046 -0.364 5.077 0.440
H -4.396 2.083 5.182 0.410
H -2.728 3.605 4.167 0.450
H -0.743 2.692 3.048 0.479
H 4.773 -0.486 0.033 0.716
H 6.538 -1.236 -1.510 0.454
H 6.553 -2.263 -4.348 0.332
H 7.055 -0.589 -4.470 0.318
H 5.146 -1.978 -6.223 0.304
H 5.664 -0.308 -6.353 0.323
H 2.625 -0.365 -6.773 0.484
H 0.714 0.210 -5.360 0.421
H 0.603 2.750 -0.903 0.132
H 0.482 5.186 -1.244 0.494
H -0.220 6.093 -3.435 0.407
H -0.770 4.551 -5.287 0.459
H -0.632 2.122 -4.957 0.296
H 0.009 -2.077 -3.988 0.383
H -1.901 -3.356 -4.857 0.428
H -4.156 -2.336 -4.928 0.406
H -4.474 -0.011 -4.134 0.466
H -2.576 1.265 -3.243 0.388
O -2.384 -1.766 -0.933 -0.395
C -3.617 -1.184 -0.507 -0.991
C -3.527 0.319 -0.418 0.586
C -4.639 1.117 -0.654 -0.982
C -4.521 2.490 -0.508 -0.765
C -3.295 3.015 -0.128 -1.336
C -2.245 2.137 0.084 -0.114
N -2.347 0.821 -0.061 0.897
H -2.511 -2.156 -1.805 0.148
H -3.844 -1.576 0.490 0.341
H -4.431 -1.469 -1.174 0.506
H -5.579 0.667 -0.951 0.555
H -5.368 3.138 -0.689 0.450
H -3.151 4.079 0.001 0.557
H -1.271 2.505 0.391 0.561
```

Results
Total energy ... -96107.6659 eV
2S+1 ... 1
Relative energy (zero: lowest compared OMol25 entry of this formula, charge and spin) ... 2.5 kcal per mole
Total charge ... +1
Frontier orbital gap ... 7.78 eV